Density functional theory data (wB97M-V/def2-TZVPD) for a gas-phase ion, C53H53F6N5P (charge +1).

ORCA input file:
```
! RIJCOSX wB97M-V def2-TZVPD def2/J DEFGRID3
* xyz 1 1
C -4.34 -3.74 0.28
C -3.12 1.96 -1.69
C 1.69 -2.27 -2.88
C 0.37 -1.83 3.50
H -7.24 -4.07 0.67
H -5.56 2.18 -6.95
H -2.52 5.97 -1.96
C 3.15 2.69 2.00
C -5.41 3.00 -3.64
H -1.89 4.95 -0.55
H 2.44 -7.01 4.90
C -2.13 -2.01 0.85
C -0.62 0.73 1.07
C 0.23 -1.31 -0.67
C 0.81 1.28 1.33
H 4.29 -2.60 -2.92
C 2.35 -1.59 -1.82
H -5.09 -6.45 0.84
H -6.71 -3.11 -0.73
C 1.59 -4.11 2.45
H -5.95 2.91 -2.70
H -0.27 -2.77 -3.70
N -5.34 -4.57 -0.13
H 6.44 1.98 2.35
H 3.12 -4.52 6.30
H -7.22 -4.81 -0.96
H -6.02 -6.45 -0.69
C 4.49 4.90 4.26
H 8.37 2.12 0.80
H 1.68 -6.65 3.32
H -2.45 0.03 -1.06
C 4.70 3.50 3.76
H 2.78 1.91 4.01
N 4.28 3.43 2.34
C -1.98 -3.41 0.77
C 1.79 -3.53 -4.99
H 3.36 -6.16 3.62
C -4.19 3.70 -3.66
H 6.62 5.61 -1.02
C -5.15 -6.01 -0.17
C -5.18 2.61 -6.02
H 3.23 3.22 -0.11
H -4.23 -6.28 -0.70
C -2.07 3.88 -0.63
H 5.77 3.28 3.84
H 1.37 -4.20 6.52
H 4.12 2.84 4.41
H -6.85 1.94 -4.83
H -5.53 -1.94 0.45
C -0.44 -1.86 -1.77
N -3.66 4.21 -2.45
C 0.92 -2.79 4.36
C -2.33 1.10 -0.92
N 1.88 -5.03 4.66
H 0.96 -2.93 -5.39
C 3.86 -3.05 -3.82
F 4.79 5.05 5.59
H -2.57 4.48 -4.83
H 4.13 -4.11 -3.83
H -2.81 -5.32 0.33
C 1.12 -3.10 1.61
C 0.42 -1.96 2.09
H -3.64 -0.46 0.98
H -1.18 0.79 2.02
F -5.78 6.01 -2.35
C -5.91 2.47 -4.83
H 0.89 -2.62 5.43
C -1.32 2.99 0.14
H 1.26 -3.23 0.54
C -6.70 -4.11 -0.29
C -3.49 3.89 -4.86
C 1.56 1.93 0.33
C -3.45 -1.51 0.80
P -0.60 -1.02 0.91
C -3.02 -4.26 0.46
H -1.00 -3.85 0.93
H -3.38 3.43 -6.94
C -2.97 3.37 -1.59
C -3.45 5.67 -2.44
H 2.55 -3.64 -5.78
H -3.80 1.53 -2.43
C 5.44 4.65 0.50
C 7.56 2.84 0.70
H -1.52 -1.96 -1.76
C 2.69 2.67 0.67
C 6.47 2.72 1.55
H 1.39 -4.53 -4.75
H -3.49 6.03 -3.47
H -0.11 -0.97 3.94
H 8.45 3.94 -0.93
N 2.42 -2.90 -3.86
H -0.65 3.41 0.89
C 2.45 1.96 2.98
H 1.99 -5.88 6.53
H 2.16 -0.55 0.03
C 2.37 -6.27 4.09
F -4.52 7.69 -1.66
H 2.03 -4.99 1.99
H 4.30 -2.57 -4.70
H 3.43 -1.46 -1.81
H 1.22 1.88 -0.70
C -4.53 -2.35 0.52
F 5.28 5.77 3.55
C 1.49 -3.99 3.86
C 5.37 3.59 1.43
C 0.27 -2.32 -2.87
C -3.97 3.32 -6.03
H 4.63 5.39 0.48
C -4.59 6.33 -1.73
C 1.62 -1.08 -0.75
C -1.40 1.60 0.01
F 3.19 5.30 4.07
H 0.86 0.61 3.38
F -4.70 5.86 -0.45
C 1.34 1.22 2.62
C 7.60 3.86 -0.25
C 6.56 4.79 -0.32
C 2.10 -4.89 6.08
*
```

Results
* frontier orbital gap: 8.290 eV
* strongest force on any atom: 0.065 hartree/bohr